The following is a DFT calculation (ωB97M-V with the def2-TZVPD basis set) of a cluster of 2 separate species, C10H18N2O2 in total.

```
32
Properties=species:S:1:pos:R:3:lowdin_charge:R:1
C 1.043 5.197 1.522 -0.115
C 1.988 4.833 0.353 -0.239
C 2.419 3.347 0.353 -0.145
C 1.898 2.665 -0.925 -0.737
O 1.119 1.672 -0.796 -0.129
O 2.259 3.165 -2.012 -0.062
H 1.384 6.081 2.056 0.055
H 0.035 5.349 1.145 0.059
H 0.967 4.383 2.242 0.051
H 2.863 5.476 0.353 0.093
H 1.437 5.019 -0.561 0.093
H 2.029 2.831 1.227 0.080
H 3.503 3.260 0.315 0.099
C -2.706 -4.496 -1.844 -0.065
C -3.044 -3.280 -0.996 -0.164
N -1.839 -2.605 -0.505 -0.060
C -1.397 -1.355 -0.883 0.025
C -0.270 -1.101 -0.176 0.028
N -0.044 -2.198 0.615 -0.085
C -1.002 -3.097 0.403 -0.035
C 1.070 -2.356 1.548 0.028
H -2.125 -5.224 -1.278 0.073
H -3.620 -4.981 -2.183 0.083
H -2.122 -4.208 -2.718 0.087
H -3.640 -3.566 -0.130 0.128
H -3.619 -2.559 -1.569 0.127
H -1.937 -0.780 -1.613 0.143
H 0.405 -0.239 -0.153 0.108
H -1.085 -4.056 0.883 0.167
H 1.673 -3.212 1.252 0.101
H 0.682 -2.508 2.553 0.101
H 1.678 -1.458 1.525 0.108
```

Summary:
* E_tot: -651.7656 hartree
* F_max: 0.9 eV/Å
* relative energy (zero: lowest compared OMol25 entry of this formula, charge and spin): 3.713 eV
* gap between HOMO and LUMO: 0.22138 Eh
* highest occupied orbital energy: -6.4981 eV